1.
Here is a cluster of 19 separate species, C52H142O47S19 in total in a non-equilibrium geometry from OMol25. Energies are from ωB97M-V/def2-TZVPD.

For the energy above the lowest of the compared OMol25 structures with the same formula, charge and spin, the calculation gives 0.0 kcal/mol. As for the total energy: -13167.917874 hartree. The value obtained for the frontier orbital gap is 9.0 eV. The HOMO energy is -0.324 Ha.

Positions of all 260 atoms, in Å:
1 C 4.1744 0.0748 -0.8580
2 S 5.1155 1.3233 -1.8449
3 O 4.2690 2.5636 -1.9497
4 C 6.4311 1.5050 -0.5814
5 H 3.8576 0.3694 0.1708
6 H 4.7504 -0.8090 -0.6835
7 H 3.2741 -0.1534 -1.4416
8 H 6.1446 2.1519 0.2047
9 H 7.2553 1.9381 -1.1109
10 H 6.7577 0.4952 -0.2769
11 C 3.6107 -1.1612 5.0145
12 S 4.9465 -1.2145 3.8606
13 O 4.7210 -2.2012 2.7715
14 C 4.7544 0.4197 3.2380
15 H 2.6266 -1.2164 4.5700
16 H 3.5453 -0.2090 5.5571
17 H 3.6749 -1.9979 5.7098
18 H 4.7532 1.1149 4.0731
19 H 3.7914 0.5386 2.6500
20 H 5.5969 0.7405 2.5854
21 C 1.9418 -0.8158 -6.3758
22 S 2.0575 0.7703 -5.5233
23 O 1.2065 0.7046 -4.2954
24 C 3.7417 0.7289 -4.8143
25 H 2.8833 -0.8657 -6.9051
26 H 1.1750 -0.5981 -7.1152
27 H 1.7838 -1.7099 -5.7605
28 H 4.4858 0.7533 -5.6186
29 H 3.7685 -0.1793 -4.2572
30 H 3.9507 1.6379 -4.1715
31 C -3.3356 -3.2154 0.4766
32 S -3.8713 -4.8829 0.0563
33 O -3.9211 -5.6276 1.3452
34 C -5.5721 -4.3357 -0.1739
35 H -3.4107 -3.1632 1.5377
36 H -4.0116 -2.5178 -0.0111
37 H -2.3169 -3.0462 0.1277
38 H -6.1459 -5.2503 -0.3922
39 H -5.4858 -3.7142 -1.0781
40 H -5.9774 -3.8260 0.6776
41 C 3.1875 -3.5782 -1.8218
42 S 4.2647 -2.7559 -3.0153
43 O 3.5927 -3.1011 -4.3607
44 C 5.7187 -3.7603 -2.9372
45 H 2.6907 -4.4344 -2.4094
46 H 2.3646 -2.9418 -1.5181
47 H 3.6799 -3.9543 -1.0031
48 H 6.3884 -3.4645 -3.7353
49 H 5.4140 -4.8187 -3.0474
50 H 6.2441 -3.6366 -2.0447
51 O 3.6297 -7.2890 -1.7850
52 S 2.5002 -7.8379 -2.4332
53 O 2.0469 -9.1284 -2.0750
54 O 1.3041 -6.8212 -2.1561
55 C 0.9064 -6.7334 -0.7409
56 C 0.1739 -5.4086 -0.6456
57 C 2.5718 -7.8141 -4.1939
58 H 1.7789 -6.6867 -0.0692
59 H 0.2913 -7.5958 -0.4058
60 H -0.1830 -5.2455 0.3914
61 H -0.6861 -5.4143 -1.3570
62 H 0.7955 -4.5069 -0.7681
63 H 1.8537 -8.5411 -4.5048
64 H 3.5955 -8.1474 -4.4787
65 H 2.3467 -6.8278 -4.6187
66 O 1.1831 -1.1332 6.8546
67 S 0.1210 -1.8538 7.5432
68 O 0.3961 -2.8154 8.5540
69 O -0.7681 -0.7723 8.2072
70 C -0.1399 -0.0880 9.3369
71 C -0.9901 1.0723 9.7917
72 C -1.0517 -2.5047 6.4217
73 H 0.8307 0.3132 9.0455
74 H -0.0583 -0.8207 10.1463
75 H -1.1047 1.0415 10.8986
76 H -1.9583 0.9823 9.2859
77 H -0.6575 2.0890 9.5032
78 H -0.4335 -3.2799 5.9546
79 H -1.3168 -1.8289 5.5564
80 H -1.7997 -2.9876 6.9629
81 O 0.5285 -6.6490 2.8291
82 S 0.1706 -5.4989 3.5560
83 O 0.4750 -5.4450 4.9696
84 O 0.8348 -4.1500 2.9124
85 C 2.2641 -4.2978 2.9563
86 C 2.9433 -4.8783 1.7585
87 C -1.5280 -5.1676 3.3502
88 H 2.4943 -4.7096 3.9710
89 H 2.6423 -3.2399 2.9876
90 H 4.0418 -4.7873 1.9234
91 H 2.5860 -4.3938 0.8031
92 H 2.7881 -5.9901 1.6744
93 H -1.9874 -5.9491 3.9323
94 H -1.6918 -5.1684 2.2863
95 H -1.6016 -4.1334 3.8375
96 O -3.2966 0.5373 2.6362
97 S -3.4067 -0.6990 3.3932
98 O -2.4126 -1.6929 3.3835
99 O -3.6312 -0.3105 4.8635
100 C -4.4649 0.8997 5.1632
101 C -4.3915 1.2379 6.6244
102 C -4.9616 -1.3261 2.8135
103 H -5.5236 0.6146 4.9672
104 H -4.0769 1.6485 4.4894
105 H -5.2409 0.7131 7.1024
106 H -4.5612 2.3675 6.7286
107 H -3.3954 1.0463 7.1228
108 H -4.7789 -1.8419 1.8695
109 H -5.6066 -0.4902 2.6877
110 H -5.4324 -2.0270 3.5354
111 O -3.5130 -2.9317 -4.8864
112 S -2.4722 -3.0918 -3.9021
113 O -2.3948 -2.1862 -2.7794
114 O -2.4496 -4.5456 -3.2385
115 C -2.8613 -5.7010 -4.0672
116 C -2.2956 -6.9620 -3.4843
117 C -0.8298 -3.1023 -4.7189
118 H -2.4600 -5.5399 -5.0873
119 H -3.9794 -5.6756 -4.1405
120 H -2.4774 -7.7124 -4.2788
121 H -2.7472 -7.3476 -2.5290
122 H -1.2248 -6.9693 -3.3458
123 H -0.8265 -2.4038 -5.5454
124 H -0.6680 -4.0928 -5.1706
125 H -0.1376 -2.8269 -3.9223
126 O -6.0960 5.9149 0.1911
127 S -6.8203 5.2347 -0.8307
128 O -7.9655 5.8923 -1.3910
129 O -5.8050 4.8245 -1.9912
130 C -6.0910 3.8020 -3.0512
131 C -4.9265 3.8649 -3.9952
132 C -7.3853 3.6609 -0.1788
133 H -7.0535 4.0293 -3.5063
134 H -6.2477 2.8697 -2.5630
135 H -4.0098 3.7176 -3.4056
136 H -4.8595 4.8796 -4.3440
137 H -5.0601 3.1715 -4.8237
138 H -7.8499 4.0053 0.7430
139 H -6.5543 3.0176 0.0706
140 H -8.2312 3.2790 -0.7580
141 O 8.9822 -0.7710 0.0678
142 S 9.2046 -2.1124 0.5765
143 O 8.7616 -3.3010 -0.1849
144 O 10.8396 -2.2583 0.8230
145 C 11.6003 -2.7260 -0.3186
146 C 13.0207 -2.6973 0.1336
147 C 8.7084 -2.1814 2.2759
148 H 11.4063 -2.0686 -1.1982
149 H 11.2229 -3.7165 -0.4998
150 H 13.0423 -3.1835 1.0370
151 H 13.5133 -1.7214 0.3094
152 H 13.7021 -3.2008 -0.5327
153 H 9.1490 -3.0561 2.6660
154 H 7.5920 -2.3065 2.2347
155 H 9.0323 -1.3226 2.8484
156 O 2.7514 3.0248 3.2885
157 S 2.2582 4.3211 3.1542
158 O 2.0597 5.1176 4.3181
159 O 3.1991 5.0586 2.1437
160 C 3.7768 4.4288 0.9950
161 C 4.9123 5.3443 0.5317
162 C 0.7084 4.2583 2.3627
163 H 2.9049 4.2917 0.3125
164 H 4.1805 3.4619 1.2814
165 H 4.5783 6.3156 0.3521
166 H 5.4355 4.9780 -0.3239
167 H 5.7453 5.3067 1.2148
168 H -0.0570 3.8072 3.0393
169 H 0.6844 3.8578 1.3594
170 H 0.4423 5.3313 2.2079
171 O -1.9124 5.1509 -4.3021
172 S -0.7876 5.9267 -3.8764
173 O -0.4394 5.9896 -2.4854
174 O 0.4520 5.4870 -4.7447
175 C 0.9207 4.1614 -4.3905
176 C 2.3616 4.3105 -3.9262
177 C -0.8847 7.5487 -4.5317
178 H 0.8206 3.6041 -5.2725
179 H 0.2690 3.6435 -3.6446
180 H 2.5314 4.9441 -3.0145
181 H 2.9607 4.7565 -4.7292
182 H 2.8014 3.3514 -3.6986
183 H -1.7133 8.0287 -4.0151
184 H -0.8784 7.5638 -5.6402
185 H 0.0593 8.0679 -4.2186
186 O -3.1340 3.3750 -0.8560
187 S -2.7824 3.6338 0.5404
188 O -1.9515 2.6567 1.1607
189 O -2.0950 5.0516 0.5865
190 C -2.7500 6.2936 0.1681
191 C -1.6398 7.3176 0.4777
192 C -4.1719 3.6815 1.5959
193 H -3.7034 6.4799 0.6831
194 H -3.0150 6.2399 -0.8784
195 H -1.6050 7.3367 1.5472
196 H -1.8508 8.3251 0.0863
197 H -0.6474 7.0143 0.0754
198 H -4.6773 2.7086 1.4015
199 H -4.8345 4.4874 1.2805
200 H -3.7358 3.8289 2.5992
201 O -6.9163 0.7692 -0.9910
202 S -6.1705 -0.0854 -1.8662
203 O -6.2987 -1.5569 -1.7160
204 O -6.5165 0.2923 -3.3361
205 C -6.1463 -0.5890 -4.4819
206 C -7.3046 -1.2865 -5.0363
207 C -4.5336 0.3721 -1.6732
208 H -5.2552 -1.2041 -4.3265
209 H -5.8320 0.1557 -5.2245
210 H -7.7626 -1.8655 -4.2787
211 H -6.9915 -1.9749 -5.7729
212 H -8.0533 -0.6197 -5.4612
213 H -4.4179 1.4403 -1.8012
214 H -3.9057 -0.2313 -2.3727
215 H -4.3824 0.0812 -0.6768
216 O -0.4025 -2.0456 0.5178
217 S 0.6792 -1.1475 0.7749
218 O 1.9723 -1.7504 0.9593
219 O 0.8395 -0.1727 -0.4744
220 C -0.2646 0.3942 -1.2752
221 C -0.1750 1.9163 -1.2108
222 C 0.3007 -0.0004 2.0347
223 H -1.2150 -0.0397 -0.9025
224 H -0.1492 0.0004 -2.2563
225 H -0.1776 2.3128 -0.1882
226 H -1.0874 2.2718 -1.7013
227 H 0.6897 2.2922 -1.7489
228 H -0.6145 0.5133 1.8602
229 H 1.1467 0.7189 2.0985
230 H 0.0633 -0.5890 2.9267
231 O -2.2251 4.3115 4.7501
232 S -1.8841 3.8497 6.0913
233 O -2.7966 4.1449 7.1406
234 O -1.5164 2.3432 6.1216
235 C -0.5718 1.6554 5.2397
236 C 0.7844 1.7682 5.7555
237 C -0.4151 4.7343 6.7785
238 H -0.7394 1.8963 4.2203
239 H -0.8854 0.6397 5.4302
240 H 1.2698 0.9997 5.1367
241 H 0.8807 1.3842 6.7255
242 H 1.4408 2.6823 5.5593
243 H -0.2343 4.3097 7.7644
244 H -0.7922 5.7854 6.7445
245 H 0.4281 4.7130 6.0769
246 O -3.5283 0.3320 -6.3368
247 S -2.1599 0.5730 -6.1544
248 O -1.1532 -0.4415 -6.4660
249 O -1.6258 1.8569 -7.0018
250 C -2.3854 3.0395 -7.0177
251 C -1.5253 4.1424 -7.4955
252 C -1.9524 1.0971 -4.5131
253 H -2.8466 3.3042 -6.0732
254 H -3.2063 2.9814 -7.7224
255 H -0.6476 4.1758 -6.9249
256 H -2.2098 4.9470 -7.2534
257 H -1.4158 4.2750 -8.5785
258 H -2.5224 0.3265 -3.9704
259 H -2.3514 2.0845 -4.4697
260 H -0.8625 1.0874 -4.3241

Here are the Mulliken charges for atoms 1 to 5, given in e:
1 C -0.163
2 S 0.480
3 O -0.666
4 C -0.774
5 H 0.106

2.
Here is a cluster of 2 separate species, C3H11NO2 in total in a non-equilibrium geometry from OMol25. Energies are from ωB97M-V/def2-TZVPD.

For the energy above the lowest of the compared OMol25 structures with the same formula, charge and spin, the calculation gives 35.6 kcal/mol. As for the total energy: -326.074788 hartree. Its SMILES is CNCOC.O. The value obtained for the frontier orbital gap is 9.6 eV. The HOMO energy is -0.324 Ha.

Positions of all 17 atoms, in Å:
1 C -1.3552 -1.0905 -0.4184
2 N -1.7823 0.2860 -0.3547
3 C -0.9250 1.1340 0.4240
4 O 0.2397 1.4203 -0.2052
5 C 1.3389 1.1727 0.6624
6 H -0.3045 -1.3104 -0.1649
7 H -1.5570 -1.4637 -1.4365
8 H -2.0079 -1.6287 0.2894
9 H -2.7189 0.3591 0.0627
10 H -1.4428 2.0772 0.6845
11 H -0.7132 0.5947 1.3672
12 H 1.1916 1.6084 1.6649
13 H 2.3173 1.5034 0.2753
14 H 1.3503 0.0736 0.7547
15 O 2.1827 -1.2930 -1.4769
16 H 1.4443 -1.9420 -1.4337
17 H 2.7420 -1.5011 -0.6945

Here are the Mulliken charges for atoms 1 to 5, given in e:
1 C -0.522
2 N -0.358
3 C -0.603
4 O -0.328
5 C -0.518